[1]
Entry from the Open Molecules 2025 dataset: 8 unconnected molecules or ions with the total composition C8H32O8 (ωB97M-V/def2-TZVPD).

Geometry (Å):
C -2.88 1.60 -1.55
O -3.01 1.42 -2.96
H -3.74 1.20 -1.01
H -1.95 1.17 -1.16
H -2.85 2.68 -1.37
H -3.05 0.47 -3.13
C 2.20 0.79 3.88
O 2.99 1.29 2.82
H 2.67 -0.13 4.23
H 2.14 1.49 4.72
H 1.18 0.56 3.55
H 2.56 2.08 2.46
C 4.35 -1.03 0.79
O 4.95 -0.57 1.98
H 4.99 -1.81 0.38
H 3.36 -1.47 0.96
H 4.24 -0.23 0.04
H 4.39 0.13 2.34
C -3.55 -2.75 0.10
O -3.12 -1.49 0.61
H -3.87 -2.66 -0.94
H -2.68 -3.41 0.14
H -4.35 -3.19 0.69
H -3.88 -0.90 0.69
C -1.85 -1.72 -3.54
O -3.28 -1.62 -3.50
H -1.46 -0.82 -4.01
H -1.42 -1.82 -2.54
H -1.52 -2.56 -4.16
H -3.65 -2.50 -3.52
C 0.10 -0.47 1.19
O -0.35 -1.16 0.05
H -0.25 0.57 1.19
H -0.20 -0.96 2.12
H 1.19 -0.47 1.16
H -1.30 -1.30 0.15
C 0.07 3.61 2.28
O 1.49 3.65 2.35
H -0.30 3.95 1.31
H -0.22 2.57 2.41
H -0.39 4.21 3.07
H 1.78 4.56 2.24
C 1.42 -0.50 -2.60
O 2.44 0.00 -3.45
H 1.17 -1.55 -2.82
H 1.71 -0.45 -1.54
H 0.53 0.12 -2.71
H 3.20 -0.59 -3.37

HOMO-LUMO gap = 9.890 eV
Molecular weight = 256.34 g mol⁻¹
LUMO energy = 0.35 eV
SMILES = CO.CO.CO.CO.CO.CO.CO.CO
Relative energy (zero: lowest compared OMol25 entry of this formula, charge and spin) = 3.060 eV
Electronic energy = -925.779328 Eh
HOMO energy = -0.3506 Ha

Atomic partial charges in e from the Löwdin method, atoms 1 to 2: atom 1 (C): -0.1511, atom 2 (O): -0.1170

***

[2]
Entry from the Open Molecules 2025 dataset: 2 unconnected molecules or ions with the total composition C2H4N2O in a non-equilibrium geometry (ωB97M-V/def2-TZVPD).

Geometry (Å):
C 1.94 0.05 -0.59
C -0.90 1.05 0.27
N 2.42 0.93 0.19
N 2.76 -0.58 0.34
O -0.44 -0.03 0.06
H 1.58 0.12 -1.60
H -0.51 1.97 0.83
H -2.07 1.04 0.19
H 2.22 -1.07 1.12

HOMO-LUMO gap = 9.279 eV
Molecular weight = 72.07 g mol⁻¹
LUMO energy = 0.34 eV
SMILES = C1=NN1.C=O
Relative energy (zero: lowest compared OMol25 entry of this formula, charge and spin) = 4.945 eV
Electronic energy = -263.181549 Eh
HOMO energy = -0.3284 Ha

Atomic partial charges in e from the Löwdin method, atoms 1 to 2: atom 1 (C): -0.2996, atom 2 (C): -0.1479

***

[3]
Entry from the Open Molecules 2025 dataset: a gas-phase ion, C6H7N (charge +1) in a non-equilibrium geometry (ωB97M-V/def2-TZVPD).

Geometry (Å):
C -1.51 -0.66 -1.42
C -0.62 -1.61 -0.92
N 0.12 -1.05 0.10
C 0.00 0.35 -0.09
C -1.02 0.55 -0.94
C 1.69 0.97 1.52
C 0.67 1.32 0.69
H -2.05 -0.84 -2.30
H -0.64 -2.72 -1.04
H 0.76 -1.59 0.67
H -1.73 1.45 -1.03
H 1.81 -0.03 1.78
H 2.27 1.64 2.08
H 0.25 2.21 0.89

HOMO-LUMO gap (alpha / beta) = 9.341 / 7.514 eV
Molecular weight = 93.13 g mol⁻¹
LUMO energy (alpha / beta) = -4.63 / -7.41 eV
Relative energy (zero: lowest compared OMol25 entry of this formula, charge and spin) = 2.141 eV
Charge = +1
Electronic energy = -287.227727 Eh
HOMO energy (alpha / beta) = -0.5133 / -0.5485 Ha
Multiplicity = 2

Atomic partial charges in e from the Löwdin method, atoms 1 to 2: atom 1 (C): 0.0188, atom 2 (C): 0.0265

***

[4]
Entry from the Open Molecules 2025 dataset: 5 unconnected molecules or ions with the total composition C22H44N5O6P in a non-equilibrium geometry (ωB97M-V/def2-TZVPD).

Geometry (Å):
C 3.28 -2.29 -2.91
C 2.62 -1.22 -3.33
C 1.83 0.13 -3.68
C 0.85 0.50 -2.41
C -0.50 1.11 -3.05
P -2.10 0.56 -2.15
C -2.50 1.99 -0.93
C -3.46 0.53 -3.48
C -4.73 -0.40 -3.14
C -4.68 -1.98 -2.81
N -5.94 0.18 -3.17
C -1.92 -1.04 -1.16
O -1.72 -2.21 -1.64
O -1.97 -0.89 0.26
H 3.89 -3.13 -2.40
H 1.24 -0.05 -4.66
H 2.53 1.03 -3.91
H 0.70 -0.47 -1.80
H 1.38 1.35 -1.85
H -0.67 0.83 -4.17
H -0.48 2.26 -2.96
H -1.53 2.16 -0.34
H -3.37 1.68 -0.23
H -2.78 2.90 -1.60
H -2.96 0.25 -4.50
H -3.80 1.64 -3.63
H -4.64 -2.20 -1.67
H -3.72 -2.42 -3.31
H -5.58 -2.55 -3.28
H -5.86 1.18 -3.42
C -1.76 -5.60 -6.31
C -1.73 -4.36 -5.45
O -2.04 -3.25 -5.90
N -1.35 -4.48 -4.15
C -0.95 -5.68 -3.45
H -2.08 -5.34 -7.32
H -0.76 -6.03 -6.37
H -2.46 -6.32 -5.89
H -1.36 -3.61 -3.65
H -1.62 -5.82 -2.60
H 0.07 -5.53 -3.07
H -0.97 -6.56 -4.09
C -1.69 6.12 0.55
C -0.75 4.95 0.38
O -0.81 4.21 -0.60
N 0.17 4.73 1.35
C 0.40 5.47 2.57
H -2.37 6.17 -0.30
H -2.28 5.99 1.46
H -1.12 7.05 0.60
H 0.76 3.93 1.16
H 1.43 5.84 2.55
H 0.27 4.79 3.41
H -0.29 6.31 2.67
C 2.44 1.92 3.69
C 2.47 3.16 4.53
O 2.16 4.26 4.08
N 2.85 3.05 5.83
C 3.25 1.86 6.54
H 2.12 2.17 2.68
H 3.44 1.48 3.63
H 1.73 1.20 4.11
H 2.84 3.93 6.33
H 2.57 1.73 7.39
H 4.26 2.00 6.92
H 3.21 0.97 5.92
C 2.00 -3.29 5.65
C 2.76 -2.00 5.75
O 2.60 -1.23 6.69
N 3.64 -1.69 4.76
C 3.97 -2.46 3.58
H 1.33 -3.40 6.50
H 1.39 -3.30 4.74
H 2.69 -4.14 5.64
H 4.11 -0.81 4.91
H 5.04 -2.68 3.61
H 3.75 -1.85 2.71
H 3.41 -3.39 3.53

HOMO-LUMO gap = 8.988 eV
Molecular weight = 505.60 g mol⁻¹
LUMO energy = 0.39 eV
Electronic energy = -1931.051876 Eh
HOMO energy = -0.3161 Ha

Atomic partial charges in e from the Löwdin method, atoms 1 to 2: atom 1 (C): 0.0508, atom 2 (C): -0.1171

***

[5]
Entry from the Open Molecules 2025 dataset: 7 unconnected molecules or ions with the total composition C7H24N12O9 in a non-equilibrium geometry (ωB97M-V/def2-TZVPD).

Geometry (Å):
C 0.59 -0.26 -0.74
O 1.67 -0.53 -1.29
O -0.41 -0.68 -1.34
O 0.53 0.25 0.40
C -2.63 0.42 -3.99
O -1.85 -0.26 -4.65
N -3.87 0.65 -4.45
N -2.48 0.81 -2.73
H -4.35 1.22 -3.77
H -4.36 0.28 -5.25
H -3.07 1.49 -2.28
H -1.87 0.24 -2.15
C -3.01 -0.97 1.34
O -3.72 -1.43 2.24
N -2.87 -1.53 0.19
N -2.06 0.00 1.45
H -2.18 -1.24 -0.50
H -3.50 -2.29 -0.04
H -1.75 0.24 2.38
H -1.38 0.07 0.71
C 3.86 1.70 0.64
O 4.83 2.45 0.78
N 2.86 1.64 1.49
N 3.90 0.82 -0.30
H 2.09 1.05 1.19
H 2.78 2.34 2.20
H 4.73 0.75 -0.86
H 3.19 0.12 -0.50
C -0.06 3.47 -0.92
O -0.17 4.53 -1.54
N -1.06 2.80 -0.44
N 1.05 2.99 -0.47
H -1.87 3.23 -0.85
H -0.92 1.80 -0.44
H 1.72 3.70 -0.74
H 1.09 2.15 0.08
C 0.89 -3.96 -0.78
O 0.38 -3.73 -1.87
N 1.06 -3.11 0.25
N 1.37 -5.11 -0.53
H 0.94 -2.12 0.05
H 1.62 -3.35 1.05
H 1.74 -5.36 0.37
H 1.04 -5.84 -1.15
C 0.86 -0.13 3.93
O 1.28 -0.38 5.04
N 0.12 0.99 3.72
N 0.98 -0.84 2.87
H -0.10 1.50 4.56
H 0.17 1.49 2.84
H 0.67 -0.37 2.02
H 1.50 -1.70 2.78

HOMO-LUMO gap = 6.636 eV
Molecular weight = 420.34 g mol⁻¹
LUMO energy = 4.86 eV
Relative energy (zero: lowest compared OMol25 entry of this formula, charge and spin) = 0.015 eV
Charge = -2
Electronic energy = -1615.633831 Eh
HOMO energy = -0.0654 Ha

Atomic partial charges in e from the Löwdin method, atoms 1 to 2: atom 1 (C): -1.0324, atom 2 (O): -0.0570

***

[6]
Entry from the Open Molecules 2025 dataset: a molecular structure, C3HGaLiO4 in a non-equilibrium geometry (ωB97M-V/def2-TZVPD).

Geometry (Å):
O 2.04 0.73 -0.08
C 1.73 -0.54 -0.36
O 0.40 -0.80 -0.13
O 2.55 -1.34 -0.04
Ga 0.52 2.03 0.14
C -0.44 0.23 0.02
C -1.77 -0.07 0.07
O -2.91 -0.15 0.07
Li -5.10 -0.65 -0.06
H 2.98 0.55 0.38

HOMO-LUMO gap (alpha / beta) = 5.649 / 5.781 eV
Molecular weight = 177.70 g mol⁻¹
LUMO energy (alpha / beta) = -23.70 / -23.60 eV
Relative energy (zero: lowest compared OMol25 entry of this formula, charge and spin) = 1.010 eV
Charge = +4
Electronic energy = -2345.971518 Eh
HOMO energy (alpha / beta) = -1.0785 / -1.0796 Ha
Multiplicity = 2

Atomic partial charges in e from the Löwdin method, atoms 1 to 2: atom 1 (O): 0.1137, atom 2 (C): -0.3998

***

[7]
Entry from the Open Molecules 2025 dataset: 2 unconnected molecules or ions with the total composition C36H58BrF2N6O3S3 in a non-equilibrium geometry (ωB97M-V/def2-TZVPD).

Geometry (Å):
C -4.72 -2.75 2.39
C -5.25 -2.62 0.87
C -4.33 -3.52 -0.11
C -3.35 -2.59 -1.03
N -2.74 -3.49 -2.04
C -1.26 -3.29 -2.20
C -0.54 -3.90 -0.88
C 0.42 -2.80 -0.14
C 1.99 -3.05 -0.42
C 2.92 -2.98 0.88
C 4.32 -2.25 0.93
Br 4.89 -1.34 -0.72
C 5.22 -2.23 2.22
N 6.55 -1.58 2.35
C 7.52 -2.05 1.35
O 7.89 -3.22 1.16
F 8.15 -1.04 0.53
C 6.47 -0.11 2.43
O 7.45 0.50 2.93
F 5.34 0.67 2.04
C 4.66 -2.94 3.51
C 5.58 -2.88 4.85
C 5.15 -1.53 5.67
C 5.38 -1.83 7.24
C 4.91 -0.57 8.17
N 5.28 0.75 7.57
C 4.10 1.43 6.91
C 5.68 1.72 8.64
C 6.95 2.69 8.49
O 5.00 1.82 9.72
C 3.27 -3.67 3.56
N 2.72 -4.29 4.74
S 1.21 -4.86 4.18
N 1.22 -4.37 2.53
C 2.44 -3.66 2.21
C -3.45 -3.47 -3.34
S -3.80 -4.99 -4.03
S -3.97 -1.97 -4.27
C -5.04 -2.54 -5.69
C -5.45 -1.28 -6.63
C -5.55 0.11 -5.84
H -4.31 -1.73 2.73
H -5.64 -2.99 3.04
H -3.96 -3.59 2.56
H -6.31 -3.08 0.82
H -5.25 -1.54 0.49
H -4.96 -4.12 -0.87
H -3.63 -4.23 0.46
H -2.58 -2.14 -0.28
H -3.92 -1.69 -1.46
H -0.87 -3.88 -3.11
H -1.03 -2.18 -2.39
H -1.31 -4.31 -0.12
H 0.06 -4.82 -1.24
H 0.17 -2.68 0.97
H 0.15 -1.79 -0.64
H 2.07 -4.10 -0.91
H 2.30 -2.31 -1.24
H 6.70 -2.85 4.56
H 5.36 -3.82 5.47
H 4.04 -1.28 5.55
H 5.78 -0.62 5.39
H 4.78 -2.76 7.59
H 6.49 -2.08 7.47
H 5.37 -0.70 9.21
H 3.76 -0.65 8.31
H 3.14 1.29 7.53
H 4.39 2.54 6.81
H 3.99 0.99 5.84
H 6.61 3.75 8.76
H 7.23 2.70 7.37
H 7.85 2.32 9.08
H -6.00 -3.08 -5.35
H -4.41 -3.27 -6.32
H -4.69 -1.15 -7.50
H -6.45 -1.52 -7.12
H -6.10 0.88 -6.51
H -4.51 0.53 -5.60
H -6.19 -0.02 -4.88
C -2.96 1.52 -3.57
C -4.09 2.54 -3.57
C -4.03 3.65 -4.62
N -2.85 4.64 -4.53
C -2.61 5.05 -3.08
C -1.63 6.20 -2.95
C -2.05 7.41 -3.78
C -2.26 7.02 -5.23
C -3.26 5.87 -5.36
C -1.61 4.02 -5.16
H -2.06 1.92 -3.09
H -3.25 0.64 -2.98
H -2.72 1.18 -4.58
H -4.21 2.96 -2.57
H -5.02 1.98 -3.76
H -4.94 4.25 -4.51
H -4.03 3.23 -5.63
H -3.59 5.34 -2.67
H -2.24 4.18 -2.54
H -1.55 6.49 -1.90
H -0.62 5.88 -3.25
H -1.29 8.19 -3.71
H -2.98 7.82 -3.37
H -1.31 6.76 -5.70
H -2.64 7.88 -5.78
H -3.35 5.55 -6.40
H -4.24 6.20 -5.00
H -1.87 3.68 -6.17
H -1.28 3.18 -4.55
H -0.82 4.75 -5.20

HOMO-LUMO gap = 7.010 eV
Molecular weight = 837.00 g mol⁻¹
LUMO energy = -3.09 eV
Charge = +1
Electronic energy = -5928.471295 Eh
HOMO energy = -0.3710 Ha

Atomic partial charges in e from the Löwdin method, atoms 1 to 2: atom 1 (C): -0.1319, atom 2 (C): -0.2377

***

[8]
Entry from the Open Molecules 2025 dataset: a molecular structure, C34H38As2Br4CaIN7O12 (ωB97M-V/def2-TZVPD).

Geometry (Å):
Ca 0.57 1.39 -1.40
N 3.50 1.59 0.73
C 2.74 2.62 1.18
N 3.14 3.25 2.28
C 2.34 4.23 2.68
N 2.70 4.92 3.78
N 1.20 4.61 2.08
C 0.88 3.89 1.02
N 1.60 2.89 0.50
C -0.44 4.18 0.37
C -1.20 5.27 0.77
C -2.44 5.45 0.17
C -2.86 4.55 -0.79
C -2.03 3.49 -1.13
N -0.84 3.32 -0.56
H 4.38 1.46 1.20
H 3.46 1.41 -0.27
H 3.48 4.59 4.32
H 2.06 5.58 4.16
H -0.83 5.93 1.54
H -3.06 6.29 0.46
H -3.83 4.65 -1.27
H -2.32 2.76 -1.87
Br -3.22 1.31 -7.54
C -2.63 0.96 -5.78
C -3.29 0.03 -4.99
Br -4.78 -0.92 -5.65
C -2.83 -0.19 -3.68
Br -3.65 -1.50 -2.57
C -1.75 0.49 -3.12
O -1.34 0.30 -1.90
C -1.04 1.42 -3.97
O 0.02 2.01 -3.49
C -1.51 1.63 -5.26
Br -0.54 2.87 -6.31
C 1.57 -2.93 -3.04
C 3.03 -2.49 -2.91
C 2.92 -1.31 -1.96
O 1.61 -0.76 -2.15
C 0.84 -1.61 -3.03
H 1.27 -3.53 -2.18
H 1.37 -3.51 -3.95
H 3.42 -2.17 -3.87
H 3.68 -3.27 -2.52
H 3.66 -0.53 -2.17
H 3.00 -1.62 -0.91
H 0.82 -1.14 -4.02
H -0.18 -1.66 -2.64
C 3.95 -2.54 2.28
O 2.54 -2.49 2.03
C 1.81 -1.76 2.87
O 2.25 -1.04 3.74
C 0.35 -1.86 2.50
C -0.45 -2.73 3.12
As -2.38 -3.21 2.78
C -3.17 -1.89 4.00
C -2.13 -2.26 1.08
C -1.95 -0.92 1.09
As -0.04 -0.45 1.13
C -0.10 0.90 2.58
C -2.96 0.13 1.47
O -2.64 1.27 1.65
O -4.28 -0.14 1.51
C -4.94 -1.33 1.08
C -1.22 -3.07 0.19
O -0.10 -2.77 -0.13
O -1.74 -4.19 -0.34
C -3.16 -4.40 -0.41
C 0.14 -3.58 4.21
O 1.30 -3.84 4.37
O -0.84 -4.04 5.02
C -0.40 -4.88 6.09
H 4.45 -1.82 1.64
H 4.27 -3.55 2.03
H 4.16 -2.32 3.32
H -2.63 -2.01 4.94
H -4.21 -2.14 4.16
H -3.08 -0.86 3.67
H -0.81 0.65 3.36
H -0.35 1.87 2.17
H 0.91 0.90 3.00
H -5.99 -1.06 0.99
H -4.85 -2.13 1.81
H -4.56 -1.65 0.11
H -3.30 -5.18 -1.15
H -3.67 -3.50 -0.74
H -3.56 -4.74 0.55
H -1.30 -5.14 6.65
H 0.31 -4.34 6.73
H 0.08 -5.77 5.70
N 4.56 3.19 -2.95
C 3.40 2.53 -3.08
O 2.90 1.93 -2.12
C 2.75 2.56 -4.43
I 3.20 0.73 -5.42
H 5.05 3.17 -2.07
H 5.00 3.62 -3.75
H 3.13 3.36 -5.06
H 1.66 2.57 -4.34

HOMO-LUMO gap = 5.239 eV
Molecular weight = 1373.16 g mol⁻¹
LUMO energy = -1.02 eV
Relative energy (zero: lowest compared OMol25 entry of this formula, charge and spin) = 0.615 eV
Electronic energy = -18347.667544 Eh
HOMO energy = -0.2301 Ha

Atomic partial charges in e from the Löwdin method, atoms 1 to 2: atom 1 (Ca): 1.3080, atom 2 (N): 0.1794

***

[9]
Entry from the Open Molecules 2025 dataset: 2 unconnected molecules or ions with the total composition C12H13OP in a non-equilibrium geometry (ωB97M-V/def2-TZVPD).

Geometry (Å):
C 4.28 -0.75 -0.02
C 3.19 -1.61 -0.09
C 4.10 0.61 0.07
C 1.90 -1.09 -0.06
C 2.81 1.14 0.10
C 1.75 0.27 0.03
C -2.48 0.69 1.79
C -3.02 -0.31 1.00
C -1.48 1.56 1.39
C -1.70 0.21 -0.99
C -2.68 -0.52 -0.34
C -3.46 -1.54 -1.13
O -0.28 2.56 -0.89
P -0.62 1.22 -0.08
H 5.29 -1.16 -0.05
H 3.34 -2.67 -0.16
H 4.95 1.28 0.11
H 1.05 -1.74 -0.12
H 2.67 2.21 0.18
H -2.91 0.85 2.76
H -3.81 -0.91 1.42
H -1.12 2.34 2.04
H -1.50 0.05 -2.04
H -4.49 -1.59 -0.80
H -3.01 -2.52 -0.98
H -3.43 -1.32 -2.19
H 0.67 2.73 -0.93

HOMO-LUMO gap = 7.712 eV
Molecular weight = 204.21 g mol⁻¹
LUMO energy = 0.48 eV
Relative energy (zero: lowest compared OMol25 entry of this formula, charge and spin) = 0.917 eV
Electronic energy = -881.577736 Eh
HOMO energy = -0.2657 Ha

Atomic partial charges in e from the Löwdin method, atoms 1 to 2: atom 1 (C): -0.1026, atom 2 (C): -0.0968

***

[10]
Entry from the Open Molecules 2025 dataset: a single C3H8N2 molecule in a non-equilibrium geometry (ωB97M-V/def2-TZVPD).

Geometry (Å):
C -0.29 1.73 -0.77
C -0.21 0.35 -0.17
C 0.86 -0.45 -0.29
N 1.05 -1.58 0.51
N -1.27 -0.01 0.72
H 0.17 1.86 -1.75
H -1.36 1.91 -0.83
H 0.14 2.47 -0.10
H 1.53 -0.35 -1.13
H 1.63 -2.37 0.30
H 0.51 -1.66 1.35
H -2.16 0.28 0.31
H -1.30 -1.02 0.75

HOMO-LUMO gap = 8.159 eV
Molecular weight = 72.11 g mol⁻¹
LUMO energy = 1.15 eV
SMILES = C/C(N)=C/N
Relative energy (zero: lowest compared OMol25 entry of this formula, charge and spin) = 1.626 eV
Electronic energy = -228.588915 Eh
HOMO energy = -0.2577 Ha

Atomic partial charges in e from the Löwdin method, atoms 1 to 2: atom 1 (C): -0.0620, atom 2 (C): -0.4161

***

[11]
Entry from the Open Molecules 2025 dataset: 2 unconnected molecules or ions with the total composition C5H5NO4 in a non-equilibrium geometry (ωB97M-V/def2-TZVPD).

Geometry (Å):
C -0.81 -0.10 -0.74
C 0.49 -0.08 -1.12
C 2.26 1.60 0.55
C -0.96 -0.62 0.64
C 1.16 -0.65 0.03
N 2.50 -0.91 -0.09
O 2.99 -0.74 -1.22
O 2.28 2.44 -0.26
O 3.19 -1.20 0.90
O 0.27 -1.05 1.07
H -1.60 0.23 -1.37
H 1.10 0.18 -1.91
H 2.97 1.53 1.39
H -1.05 0.30 1.24
H -1.72 -1.29 0.70

HOMO-LUMO gap (alpha / beta) = 7.203 / 7.767 eV
Molecular weight = 143.10 g mol⁻¹
LUMO energy (alpha / beta) = -1.30 / -0.38 eV
Relative energy (zero: lowest compared OMol25 entry of this formula, charge and spin) = 6.423 eV
Electronic energy = -548.975869 Eh
HOMO energy (alpha / beta) = -0.3127 / -0.2995 Ha

Atomic partial charges in e from the Löwdin method, atoms 1 to 2: atom 1 (C): -0.0010, atom 2 (C): 0.0197